1.
{
  "formula": "C11H20F12LiO9P2",
  "method": "ωB97M-V/def2-TZVPD",
  "symbols": ["Li", "P", "F", "F", "F", "F", "F", "F", "P", "F", "F", "F", "F", "F", "F", "C", "C", "O", "C", "O", "O", "H", "H", "H", "H", "C", "C", "O", "C", "O", "O", "C", "H", "H", "H", "H", "H", "H", "H", "H", "C", "C", "O", "C", "O", "O", "C", "H", "H", "H", "H", "H", "H", "H", "H"],
  "xyz": [[-1.126, 0.159, 0.660], [-2.260, 0.148, 3.293], [-0.876, 0.667, 2.606], [-3.022, 1.527, 2.966], [-2.707, -0.427, 1.837], [-3.562, -0.536, 4.000], [-1.499, -1.260, 3.611], [-1.829, 0.779, 4.716], [-2.958, 1.065, -1.426], [-4.434, 0.844, -0.866], [-2.451, 1.496, 0.068], [-2.574, -0.493, -1.040], [-1.397, 1.214, -1.916], [-3.401, 0.536, -2.900], [-3.180, 2.568, -1.932], [1.157, 0.449, -2.560], [0.529, -0.473, -3.606], [1.637, -1.153, -4.193], [2.768, -0.827, -3.532], [3.857, -1.239, -3.814], [2.523, -0.006, -2.536], [0.698, 0.369, -1.588], [1.047, 1.486, -2.881], [0.094, 0.059, -4.459], [-0.290, -1.049, -3.172], [-0.088, 5.648, -0.184], [-0.130, 4.127, -0.240], [0.921, 3.682, 0.655], [1.095, 2.399, 0.821], [0.349, 1.556, 0.373], [2.213, 2.185, 1.520], [2.583, 0.804, 1.666], [0.935, 5.982, -0.366], [-0.330, 5.978, 0.824], [-0.726, 6.060, -0.962], [0.136, 3.732, -1.219], [-1.091, 3.741, 0.091], [2.241, 0.285, 0.772], [2.151, 0.384, 2.574], [3.665, 0.751, 1.753], [0.274, -4.277, 2.909], [0.316, -3.031, 2.035], [0.632, -3.406, 0.668], [0.395, -2.468, -0.231], [-0.075, -1.394, -0.033], [0.634, -2.884, -1.470], [1.392, -4.072, -1.716], [1.229, -4.772, 3.064], [-0.465, -4.900, 2.400], [-0.145, -4.029, 3.883], [1.085, -2.301, 2.298], [-0.674, -2.578, 2.068], [1.864, -4.011, -2.690], [0.706, -4.915, -1.637], [2.167, -4.176, -0.957]],
  "homo_lumo_gap_ha": 0.4042,
  "relative_energy_kcal_mol": 0.0,
  "largest_force_ev_per_a": 2.22,
  "homo_ha": -0.318,
  "total_energy_ha": -2997.65661,
  "total_charge": -1
}

=====

2.
{
  "formula": "C3H5NO2",
  "method": "ωB97M-V/def2-TZVPD",
  "symbols": ["C", "C", "C", "N", "O", "O", "H", "H", "H", "H", "H"],
  "xyz": [[-2.183, -0.158, -0.043], [-0.796, 0.327, 0.075], [0.292, -0.448, 0.786], [-1.373, -0.371, -1.045], [-3.233, -0.262, 0.445], [-0.705, 1.704, -0.020], [1.257, -0.111, 0.422], [-0.008, -1.504, 0.380], [0.055, -0.317, 1.894], [-1.234, -0.256, -2.471], [-0.986, 1.974, 0.824]],
  "homo_lumo_gap_ha": 0.3410,
  "relative_energy_kcal_mol": 104.3,
  "largest_force_ev_per_a": 6.83,
  "homo_ha": -0.342,
  "total_energy_ha": -322.40812,
  "total_charge": 0
}

=====

3.
{
  "formula": "C18H48BrN3O6",
  "method": "ωB97M-V/def2-TZVPD",
  "symbols": ["Br", "C", "O", "C", "C", "N", "H", "H", "C", "C", "O", "C", "H", "H", "H", "H", "H", "H", "H", "H", "H", "H", "H", "H", "H", "H", "C", "O", "C", "C", "N", "H", "H", "C", "C", "O", "C", "H", "H", "H", "H", "H", "H", "H", "H", "H", "H", "H", "H", "H", "H", "C", "O", "C", "C", "N", "H", "H", "C", "C", "O", "C", "H", "H", "H", "H", "H", "H", "H", "H", "H", "H", "H", "H", "H", "H"],
  "xyz": [[-1.093, -0.166, 0.297], [3.133, 2.637, -2.009], [2.142, 1.804, -1.467], [2.563, 0.617, -0.837], [2.418, -0.568, -1.759], [1.021, -0.554, -2.326], [0.347, -0.602, -1.535], [0.885, 0.329, -2.820], [0.703, -1.672, -3.296], [-0.718, -1.450, -3.859], [-1.655, -1.360, -2.842], [-2.373, -2.551, -2.537], [3.717, 2.171, -2.811], [3.816, 2.985, -1.227], [2.741, 3.544, -2.470], [1.868, 0.505, 0.000], [3.591, 0.733, -0.481], [2.530, -1.528, -1.264], [3.057, -0.508, -2.641], [0.757, -2.599, -2.734], [1.445, -1.623, -4.090], [-0.898, -2.331, -4.489], [-0.733, -0.582, -4.521], [-3.052, -2.395, -1.704], [-1.680, -3.343, -2.234], [-2.889, -2.892, -3.438], [-5.653, -2.083, 0.245], [-5.428, -0.876, -0.442], [-4.880, 0.171, 0.307], [-4.412, 1.280, -0.604], [-3.812, 0.629, -1.814], [-2.971, 0.095, -1.553], [-4.463, -0.070, -2.174], [-3.430, 1.599, -2.894], [-2.101, 2.243, -2.580], [-2.281, 3.115, -1.488], [-1.030, 3.658, -1.079], [-6.521, -1.981, 0.906], [-4.818, -2.427, 0.866], [-5.869, -2.850, -0.495], [-3.992, -0.171, 0.863], [-5.583, 0.517, 1.075], [-3.707, 1.930, -0.099], [-5.222, 1.905, -0.981], [-4.255, 2.283, -3.071], [-3.332, 0.988, -3.795], [-1.699, 2.803, -3.429], [-1.397, 1.435, -2.339], [-1.217, 4.512, -0.430], [-0.517, 4.047, -1.967], [-0.415, 2.935, -0.540], [2.036, 1.689, 6.318], [1.810, 0.577, 5.466], [1.127, 0.982, 4.300], [0.926, -0.241, 3.434], [2.166, -1.117, 3.546], [2.279, -1.352, 4.535], [2.073, -1.973, 2.995], [3.454, -0.461, 3.111], [4.330, -1.529, 2.459], [3.654, -2.034, 1.339], [4.287, -3.234, 0.855], [2.390, 1.368, 7.294], [1.097, 2.221, 6.505], [2.754, 2.404, 5.909], [1.686, 1.737, 3.742], [0.124, 1.324, 4.568], [0.901, 0.009, 2.372], [0.086, -0.899, 3.639], [3.923, -0.118, 4.034], [3.276, 0.444, 2.535], [4.404, -2.291, 3.252], [5.331, -1.153, 2.244], [5.374, -3.177, 0.867], [3.980, -3.403, -0.176], [3.898, -4.057, 1.457]],
  "homo_lumo_gap_ha": 0.3429,
  "relative_energy_kcal_mol": 0.0,
  "largest_force_ev_per_a": 1.65,
  "homo_ha": -0.498,
  "total_energy_ha": -3903.76202,
  "total_charge": 2
}

=====

4.
{
  "formula": "C3HN3O",
  "method": "ωB97M-V/def2-TZVPD",
  "symbols": ["N", "C", "C", "C", "N", "N", "O", "H"],
  "xyz": [[2.906, -0.278, -0.092], [1.747, -0.288, 0.043], [0.309, -0.246, 0.071], [-0.559, 0.843, -0.019], [-1.797, 0.332, -0.054], [-1.772, -0.952, -0.048], [-0.461, -1.345, 0.009], [-0.372, 1.934, 0.091]],
  "homo_lumo_gap_ha": 0.3780,
  "relative_energy_kcal_mol": 18.0,
  "smiles": "N#Cc1cnno1",
  "largest_force_ev_per_a": 2.19,
  "homo_ha": -0.405,
  "total_energy_ha": -354.33838,
  "total_charge": 0
}